[1]
Molecular formula: C13H10BF3N2O7S
Method: DFT, ωB97M-V/def2-TZVPD

Results
Charge = 0
ΔE to the lowest compared entry with this formula, charge and spin = 0.00 kcal/mol
Kohn-Sham gap = 7.3 eV

Geometry (Å):
O1 1.3759 1.5719 -1.0641
C1 -1.8107 -3.2296 -3.4585
H1 -2.5331 -1.8044 -0.5336
C2 1.6206 2.6927 2.2439
C3 -0.4501 1.0390 2.8898
O2 -1.8677 1.3850 -0.2618
H2 -3.4914 -3.4180 -2.1430
O3 -2.0430 -0.6020 1.3510
C4 -0.7749 -1.4408 -1.5847
C5 0.2583 1.6764 3.9064
H3 -1.2980 0.4161 3.1028
C6 -0.0435 -1.7974 -2.7099
O4 1.1184 3.6073 -0.4397
S1 -1.1980 0.2788 0.4560
O5 1.9730 3.2939 4.5694
H4 -2.1667 -3.9680 -4.1906
C7 -2.0132 -2.0818 -1.4105
O6 1.5846 -2.4751 -4.9166
C8 -0.1071 1.1921 1.5616
H5 0.4499 -4.2920 -6.4754
F1 2.2252 3.9889 6.7226
H6 2.0247 -2.4468 -5.7616
H7 0.0025 1.5167 4.9360
C9 1.3119 2.5410 3.6175
N1 1.1787 2.4171 -0.1978
C10 1.4875 3.1997 5.9206
O7 -0.1962 -3.7900 -5.9260
B1 0.3117 -3.0254 -4.8719
F2 1.6040 1.9263 6.3483
C11 -0.5605 -2.6569 -3.6272
C12 -2.5284 -2.9609 -2.3234
C13 0.9419 2.0267 1.2134
F3 0.2037 3.5487 5.8743
H8 2.3450 3.3955 1.9657
H9 0.9221 -1.3757 -2.8478
H10 0.3789 0.1582 -1.1973
N2 -0.2362 -0.5075 -0.7378


[2]
Molecular formula: C13H10Cl5GaN
Method: DFT, ωB97M-V/def2-TZVPD

Results
Charge = -1
ΔE to the lowest compared entry with this formula, charge and spin = 126.46 kcal/mol
Kohn-Sham gap = 4.9 eV

Geometry (Å):
C1 -2.3522 3.0145 1.0324
C2 -0.9779 1.1300 0.1716
H1 2.4814 1.8272 -0.6522
C3 1.6687 -3.2111 -0.8542
H2 1.4039 -0.5647 -2.4245
Cl1 -2.4253 4.5232 1.8676
H3 3.3311 -3.2143 0.6929
H4 2.0882 1.1845 2.1552
Cl2 -4.9101 0.4852 -0.6922
C4 0.3583 -2.8042 -0.8009
H5 1.4434 -1.9906 2.2543
H6 3.0864 0.0629 -0.6505
N1 1.9353 0.1391 1.9312
C5 1.5021 0.5164 -2.0937
C6 -1.1090 2.3567 0.8041
Cl3 -2.0968 -0.6886 -1.4719
C7 1.2998 -2.3312 1.1544
H7 2.1957 -3.7307 -1.7470
C8 -2.1754 0.6175 -0.3692
Cl4 -5.0582 3.2015 0.8587
H8 -0.9087 -1.9045 0.8577
C9 2.2462 -2.9482 0.3816
H9 -0.4303 -2.9530 -1.6369
C10 2.3552 0.7852 -0.7442
C11 -3.4491 1.2260 -0.1341
C12 0.0912 -2.2817 0.4662
H10 0.7645 1.2939 -2.4674
Cl5 0.3127 3.2418 1.2435
Ga1 0.8861 0.5602 0.3128
C13 -3.5574 2.4571 0.5545


[3]
Molecular formula: C13H10Cl5InN
Method: DFT, ωB97M-V/def2-TZVPD

Results
Charge = -1
ΔE to the lowest compared entry with this formula, charge and spin = 0.00 kcal/mol
Kohn-Sham gap (spin up / spin down) = 5.5 / 4.9 eV

Geometry (Å):
Cl1 1.9043 1.1658 1.0757
H1 -0.9655 0.9578 -4.5759
H2 0.5162 -1.9998 -2.6831
Cl2 -0.1394 0.4163 6.0310
H3 2.3203 -1.7941 -0.1501
C1 -0.2172 -0.4233 1.5907
Cl3 -1.9116 -1.9123 4.9058
C2 0.7256 0.7822 3.4972
H4 -2.2525 1.5463 -2.2411
C3 0.6788 -2.0669 -1.5976
C4 0.8948 1.2523 -3.3880
H5 0.3539 -3.0262 -1.1706
Cl4 1.7459 2.0154 4.1019
C5 0.6964 0.4752 2.1177
In1 -0.3122 -0.5602 -0.6043
C6 -0.5095 1.1717 -3.6161
C7 -1.1851 1.4655 -2.4153
C8 -0.9424 -0.9767 3.8545
H6 2.4817 -0.8911 -1.7443
C9 -0.9568 -1.2146 2.4661
C10 -0.1828 1.6949 -1.3907
H7 -3.3859 -0.9102 -0.6281
N1 -3.6985 0.0643 -0.3906
C11 1.1083 1.6086 -2.0533
Cl5 -1.8723 -2.5340 1.8442
H8 1.6763 1.1018 -4.1345
H9 -0.3591 2.1934 -0.4448
H10 2.0593 1.7872 -1.5667
C12 -0.1185 0.0576 4.3683
C13 1.8477 -1.4468 -1.0580


[4]
Molecular formula: C13H10ClN3O3S
Method: DFT, ωB97M-V/def2-TZVPD

Results
Charge = 0
Kohn-Sham gap = 9.2 eV

Geometry (Å):
C1 -4.1087 -3.8789 0.3441
C2 2.2957 0.7030 -0.5007
H1 3.5199 -2.0764 1.8402
O1 0.4802 1.1757 0.7150
H2 -3.4749 -4.6426 -0.1033
N1 -3.1976 -0.9780 -1.5743
C3 3.8711 -0.9550 0.0529
H3 -2.3650 1.2967 -1.1337
N2 1.6258 1.7208 -1.1395
Cl1 5.3256 -1.8236 -0.2825
H4 -3.1366 -1.3141 1.6836
H5 1.4123 -0.8773 2.4091
C4 3.1511 -1.2902 1.2013
H6 4.0321 0.2892 -1.7044
H7 -1.1541 3.1568 1.6385
C5 3.4701 0.0383 -0.8213
N3 -2.5002 0.8097 -0.2557
O2 -2.3289 0.9464 2.0090
C6 -2.1957 1.4307 0.9129
C7 -3.2382 -1.4421 0.6287
O3 -3.6316 -2.2476 -1.3917
S1 -0.6265 3.1236 -0.7212
H8 -5.1297 -4.0537 0.0087
C8 -2.9603 -0.4853 -0.3807
C9 -1.6916 2.8608 0.7375
C10 0.5967 1.9464 -0.3961
H9 -4.0647 -3.9586 1.4255
C11 1.9798 -0.6309 1.5272
C12 1.5724 0.3629 0.6617
C13 -3.6585 -2.5319 -0.0789
H10 -2.5404 3.5309 0.5930


[5]
Molecular formula: C13H10N2O4Pt
Method: DFT, ωB97M-V/def2-TZVPD

Results
Charge = +2
ΔE to the lowest compared entry with this formula, charge and spin = 0.00 kcal/mol
Kohn-Sham gap = 7.2 eV

Geometry (Å):
C1 -3.2917 4.1472 -0.0179
C2 -0.7026 3.0062 0.2102
N1 -1.8449 0.8750 -0.0727
H1 3.2774 -3.1716 -2.0109
H2 1.9402 -0.2287 -3.7634
C3 2.6266 -3.0589 -1.1551
C4 1.8277 -3.7783 1.0229
C5 -0.0891 -2.2805 2.0336
Pt1 -0.3659 -0.3721 -0.0154
O1 -0.2780 -2.9159 3.1429
C6 0.9326 -2.7199 1.0109
O2 2.1611 -0.9568 -3.1522
C7 -0.8506 4.3532 0.3135
C8 1.7088 -2.0254 -1.0913
C9 2.6738 -3.9415 -0.0757
H3 -0.0019 4.9987 0.4893
O3 -0.7775 -1.2702 1.8089
C10 -3.1645 2.7885 -0.1136
H4 -4.0131 2.1383 -0.2781
H5 1.8819 -4.4726 1.8510
O4 0.5851 -0.0523 -1.8380
H6 0.2675 2.5329 0.3030
C11 -2.1407 4.9134 0.1883
H7 -2.2419 5.9907 0.2514
N2 0.9049 -1.8941 -0.0349
H8 -4.2567 4.6270 -0.0975
C12 -1.8605 2.1624 -0.0084
H9 0.2694 -3.7057 3.2641
C13 1.4456 -0.9264 -2.0770
H10 3.3768 -4.7628 -0.0881


[6]
Molecular formula: C13H10N2O8SeTi
Method: DFT, ωB97M-V/def2-TZVPD

Results
Charge = 0
ΔE to the lowest compared entry with this formula, charge and spin = 12.13 kcal/mol
Kohn-Sham gap = 5.6 eV

Geometry (Å):
O1 -2.5434 -4.8797 -3.1216
O2 -3.6023 -3.0173 -3.9223
H1 1.6632 -0.0632 1.7750
H2 -0.2467 4.6450 1.8171
C1 -0.3958 1.1077 3.3273
O3 -1.5229 1.5941 -2.6464
C2 -0.6466 -3.3163 -1.8426
C3 -0.7414 0.8844 -2.1061
N1 0.7379 0.1339 1.3831
C4 -0.2944 3.6506 2.2396
C5 0.2391 -2.5043 -1.1717
C6 -1.6528 -2.7529 -2.6228
O4 5.3748 -0.0283 -0.4658
Se1 3.8153 -0.0236 -0.4146
H3 0.1763 -0.6753 1.6271
C7 0.2534 2.5839 1.5429
H4 -1.3880 2.0182 4.9896
H5 1.0383 -2.8932 -0.5518
Ti1 1.4529 0.2289 -0.6308
H6 -0.5932 -4.3960 -1.7863
N2 0.1600 -1.1602 -1.2542
H7 -2.5145 -0.8999 -3.3134
C8 -0.9398 2.1774 4.0185
C9 -0.9017 3.4490 3.4680
H8 0.7516 2.7641 0.6067
O5 2.8941 -0.2034 -1.8205
C10 -0.8171 -0.6135 -2.0364
O6 0.3636 1.3077 -1.4445
O7 2.9776 -1.1179 0.4750
C11 -1.7395 -1.3632 -2.7166
H9 -0.4217 0.1126 3.7574
C12 0.1809 1.3059 2.0804
H10 -1.3406 4.2832 3.9981
O8 2.9896 1.3428 0.0708
C13 -2.7663 -3.6814 -3.3082


no.,energy (eV)
1,-50618.453
2,-130115.224
3,-82913.576
4,-47613.221
5,-28042.989
6,-121463.846